# 1
Formula: C4H15NO2
Source: the Open Molecules 2025 dataset
Level of theory: ωB97M-V/def2-TZVPD

Its charge is +1. As for the spin multiplicity: 2. The value obtained for the LUMO energy (spin up / spin down) is -3.49 / -8.98 eV. For the energy relative to the best compared isomer or geometry (same formula, charge and spin), the calculation gives 29.5 kcal/mol. The calculation puts the frontier orbital gap (spin up / spin down) at 10.94 / 5.44 eV. Its electronic energy is -9966.562 eV. The expectation value of S² is 0.75.

Geometry (Å):
C: -1.085 -0.051 0.633
C: -0.817 1.333 -0.085
C: -0.442 0.917 -1.522
C: 0.329 2.073 0.604
N: -2.349 -0.693 0.162
H: -0.301 -0.725 0.254
H: -0.979 0.065 1.701
H: -1.722 1.917 0.026
H: 0.585 0.542 -1.557
H: -1.096 0.061 -1.692
H: -0.585 1.679 -2.292
H: 0.130 2.131 1.649
H: 0.418 3.070 0.129
H: 1.214 1.502 0.263
H: -2.432 -0.844 -0.854
H: -2.198 -1.610 0.614
H: 0.432 -2.440 -2.075
H: 1.915 -2.892 -1.849
O: 1.070 -2.721 -1.417
H: 2.970 -0.619 2.981
H: 2.242 -1.764 2.210
O: 2.702 -0.931 2.117

Forces on the atoms, in the same order (eV/Å):
-1.3 2.9 -1.3
0.6 -1.0 0.1
-0.7 0.3 0.4
0.0 -0.4 -2.2
4.3 -1.7 1.1
0.2 -0.6 -0.1
-0.5 -0.6 0.5
-0.4 0.0 -0.4
-0.1 0.1 0.1
0.1 0.1 -1.1
-0.1 -0.2 0.2
0.5 0.2 0.9
-0.1 -0.4 0.5
0.1 0.5 1.1
-0.7 0.8 0.2
-1.8 0.0 0.2
0.3 -0.2 -0.4
-0.2 0.1 -0.2
-0.2 0.2 0.6
0.0 -0.2 0.3
0.1 -0.2 0.4
-0.2 0.4 -0.7

***

# 2
Formula: C4H15NO3
Source: the Open Molecules 2025 dataset
Level of theory: ωB97M-V/def2-TZVPD

Its charge is 0. As for the spin multiplicity: 1. The value obtained for the LUMO energy is 0.46 eV. For the energy relative to the best compared isomer or geometry (same formula, charge and spin), the calculation gives 31.4 kcal/mol. The SMILES is CNC[C@@H](C)O.O.O. The calculation puts the frontier orbital gap at 9.41 eV. Its electronic energy is -12022.858 eV.

Geometry (Å):
C: 2.714 0.560 -0.480
N: 1.440 0.786 0.216
C: 0.378 1.064 -0.729
C: -0.944 0.434 -0.235
C: -1.705 -0.279 -1.413
O: -0.729 -0.625 0.708
H: 3.464 0.338 0.280
H: 2.715 -0.218 -1.261
H: 3.049 1.454 -1.037
H: 1.275 -0.026 0.794
H: 0.488 0.682 -1.760
H: 0.148 2.101 -1.013
H: -1.614 1.152 0.259
H: -2.431 -0.833 -0.816
H: -1.108 -0.908 -2.044
H: -2.085 0.585 -1.925
H: -0.889 -0.284 1.605
O: -0.402 -2.869 -1.179
H: -0.761 -2.118 -0.682
H: 0.556 -2.845 -1.129
O: -0.681 1.095 2.833
H: -1.333 1.803 2.750
H: 0.152 1.575 2.729

Forces on the atoms, in the same order (eV/Å):
0.3 0.7 0.0
1.2 0.8 -1.2
-1.5 -0.7 -0.3
-0.2 -1.5 -0.5
0.1 2.0 2.2
0.1 0.0 0.2
0.1 -0.1 -0.2
-0.3 -0.2 0.4
-0.2 -0.1 0.5
-0.7 0.0 -0.3
0.8 -0.6 0.4
0.6 0.4 1.0
0.2 0.0 -0.4
-0.6 -0.1 -0.9
0.3 -0.1 -0.2
-0.9 -0.1 -0.9
0.3 0.0 -0.2
-0.3 -0.3 -0.2
0.6 -0.5 0.3
0.0 0.2 0.2
-0.1 0.6 0.2
-0.1 -0.2 0.1
0.1 -0.3 -0.1